# 1
This record from OMol25 describes a 12-piece molecular cluster, C19H60IN27O16P overall in a non-equilibrium geometry. The level of theory is ωB97M-V/def2-TZVPD.

The geometry in XYZ format:
```
124
Properties=species:S:1:pos:R:3:forces:R:3:mulliken_charge:R:1
I 0.581816 -0.846805 -1.911209 -0.2 0.1 1.3 0.029
P -5.035342 0.879158 3.184404 -2.7 -2.9 -4.9 0.782
O -4.287856 -3.336665 -2.659409 0.0 -0.3 -0.1 -0.742
O 3.973898 -5.486599 -7.554709 0.0 -0.1 0.2 -0.688
O -5.220268 0.542776 1.688098 0.8 0.8 3.8 -0.681
O -2.843718 5.793758 3.482678 0.4 0.1 -0.1 -0.586
O -8.120117 -4.609959 -3.682430 0.0 0.0 0.2 -0.643
O 0.810213 4.518352 1.732869 0.6 -0.7 0.1 -0.454
O 5.976166 -1.229924 1.767771 -0.2 -0.1 0.1 -0.623
O 5.028054 3.430980 1.326870 -0.2 0.1 0.1 -0.711
O -6.503562 1.475470 3.727000 3.1 -0.7 0.4 -0.486
O -1.707616 -6.320119 -6.696780 0.0 0.1 0.1 -0.687
O -0.742555 9.745017 3.724773 0.1 0.1 -0.1 -0.683
O -0.587124 -3.884196 -0.099734 0.0 0.3 0.3 -0.627
O 7.038051 3.976210 -2.780145 -0.1 0.0 0.1 -0.649
O 3.460049 -6.481468 -2.141977 -0.2 0.1 0.2 -0.726
O -4.647411 -0.529482 4.049913 -0.4 3.0 -0.7 -0.547
O 2.012576 -0.600893 0.671918 -3.8 -0.6 -1.2 -0.440
N -0.553106 -6.151720 -0.087185 -0.6 -0.1 0.4 -0.393
N -0.658055 11.735690 4.801220 -0.3 0.4 -0.2 -0.399
N -1.308783 2.389547 2.672458 -3.1 1.2 1.3 0.047
N 9.222362 4.250677 -3.307280 0.2 0.0 -0.6 -0.422
N -2.914809 8.058711 3.416173 -0.8 -0.3 0.2 -0.397
N -4.747291 -1.467384 -1.463942 -0.5 0.2 -0.2 -0.272
N 2.500807 -6.861548 -8.589209 0.1 -0.6 0.0 -0.387
N 4.123939 1.412796 0.833145 -0.7 -0.1 0.4 -0.101
N -1.822498 -5.294573 -4.680406 0.6 0.2 0.6 -0.246
N -3.733990 -5.881737 -5.784936 -0.5 -0.1 -0.2 -0.315
N 8.537850 4.374822 -1.130108 -0.2 0.1 0.5 -0.339
N -7.000941 -4.556327 -1.716151 0.5 0.2 0.1 -0.255
N 0.497420 9.938317 5.608666 0.3 -0.5 0.2 -0.381
N -0.292988 1.662962 2.133373 -2.1 -4.8 -0.8 -0.077
N -1.564694 6.920017 1.981875 0.2 -0.5 -0.4 -0.283
N 3.544154 -6.591695 -4.400694 -0.3 -0.2 -0.2 -0.285
N 5.343801 -5.830078 -3.221162 0.5 0.2 0.4 -0.386
N -3.722243 2.069198 3.267970 -0.6 0.4 1.1 0.347
N -2.283693 0.356409 2.238175 3.5 3.5 0.5 -0.267
N 4.005888 -1.905281 2.652653 -0.8 0.3 -0.1 -0.279
N -4.663732 3.402440 5.125656 1.2 -0.3 -0.5 -0.372
N 4.960405 2.738952 -0.828130 0.0 0.4 -0.1 -0.306
N -2.782583 -2.589469 -1.145238 0.1 -0.4 -0.4 0.196
N 1.042802 -4.989928 -1.223143 -0.1 0.3 -0.1 -0.151
N 5.982033 -2.726565 3.464688 0.5 -0.3 0.3 -0.400
N 2.248499 -4.595295 -8.719135 0.0 0.6 -0.1 -0.398
N -9.174945 -5.267890 -1.790348 -0.7 -0.2 0.1 -0.390
C -8.099419 -4.798648 -2.475909 0.1 0.1 -0.4 0.645
C 2.972087 -5.638208 -8.243622 0.0 0.0 0.0 0.703
C -0.337458 -0.952838 1.305361 -0.2 0.3 -0.6 0.649
C 4.724206 2.582010 0.495235 0.3 0.1 -0.2 0.686
C -3.871258 3.452612 3.847594 0.5 0.7 1.4 -0.701
C 5.362944 -1.909351 2.575290 0.5 0.2 -0.2 0.633
C -0.062380 -4.942813 -0.449506 0.6 -0.3 -0.3 0.595
C -3.970476 2.506524 6.105332 0.1 -0.4 0.4 -0.648
C 1.126500 2.023433 1.859446 1.4 1.7 0.0 0.157
C 1.475822 3.473303 2.482629 -0.8 -0.8 -0.2 -0.761
C 4.077730 -6.311643 -3.188983 -0.1 -0.1 -0.3 0.621
C -3.959784 -2.515697 -1.809224 -0.1 0.4 0.1 0.591
C -2.540001 1.675681 2.774128 3.8 -2.6 -1.9 0.399
C 0.850929 -0.771041 0.269963 3.1 0.2 1.4 -0.259
C 8.191517 4.186975 -2.428370 -0.1 0.0 0.0 0.694
C -2.464907 6.860743 2.990629 0.1 0.9 -0.1 0.548
C -2.378476 -5.862389 -5.781103 0.0 -0.2 -0.3 0.576
C -0.905958 0.401807 1.885934 -2.2 0.6 0.5 -0.377
C -0.327817 10.429336 4.652102 0.0 0.1 -0.1 0.647
H 0.848719 10.481085 6.376112 0.0 0.0 -0.1 0.172
H 2.604201 3.601903 2.522272 -1.4 -0.2 0.0 0.293
H 10.174268 4.422085 -3.040643 -0.1 0.0 0.0 0.158
H 1.285660 2.051083 0.725072 -0.2 -0.1 1.7 0.318
H -4.498630 -0.784461 -0.770281 -0.1 -0.1 0.1 0.113
H -1.244067 7.778054 1.570426 0.0 0.0 0.2 0.188
H 5.774025 -5.610249 -2.338408 0.0 0.0 -0.2 0.220
H -3.957969 1.407104 5.775981 -0.1 1.6 0.3 0.135
H -4.542991 2.520454 7.097014 1.0 0.2 -1.4 0.326
H 3.481581 -2.455485 3.307796 0.1 0.0 0.0 0.175
H -1.269508 12.136470 4.109702 0.1 0.0 0.1 0.215
H -7.245905 1.144153 3.173045 1.0 0.0 0.0 0.370
H -2.617323 8.936782 3.029769 0.3 -0.1 0.2 0.216
H 3.933641 1.260405 1.808654 0.4 -0.1 -0.1 0.109
H -4.184453 -6.294543 -6.584181 0.1 0.1 0.1 0.195
H 1.437118 -4.111048 -1.514334 0.1 -0.2 0.0 0.071
H -1.377803 -6.158849 0.489674 0.1 -0.1 -0.1 0.219
H -3.981022 -1.057972 3.560004 -0.4 0.6 0.0 0.373
H -0.142346 -7.025931 -0.360997 0.0 0.1 0.0 0.163
H -2.494506 -1.931536 -0.448969 -0.2 0.0 -0.1 0.108
H 1.288578 4.707645 0.901795 -0.1 -0.3 0.7 0.312
H -0.329087 12.313081 5.553189 0.0 -0.1 0.0 0.167
H 2.604616 -6.951474 -4.415159 0.2 0.0 -0.1 0.177
H -5.631500 -1.381614 -1.938423 0.1 0.0 0.1 0.234
H 1.682252 -7.006906 -9.151569 0.0 0.0 0.1 0.177
H 1.485805 -5.844952 -1.518920 0.4 0.0 0.0 0.151
H 4.720535 2.056739 -1.523777 0.2 0.0 0.0 0.138
H 5.864554 -5.684396 -4.066969 -0.1 0.0 0.0 0.179
H 3.011507 -7.661311 -8.254822 -0.1 0.1 -0.1 0.214
H -2.171645 -3.355645 -1.374352 0.1 0.2 0.4 -0.086
H -6.180954 -4.206516 -2.190381 0.1 0.0 0.0 0.149
H 9.476714 4.548521 -0.821959 -0.1 0.0 0.0 0.175
H 6.987607 -2.756057 3.437342 -0.2 0.0 0.0 0.249
H -6.963946 -4.704906 -0.724714 -0.1 0.0 -0.1 0.154
H -2.886755 2.856415 6.216974 -1.2 -0.6 0.3 0.256
H -2.838661 3.850884 4.159821 -1.2 -0.9 -1.0 0.241
H 9.004510 4.116168 -4.280441 0.1 0.0 0.1 0.220
H -0.818037 -5.260106 -4.639613 -0.2 0.0 0.0 0.133
H 3.511864 -1.310256 2.007036 0.0 -0.3 0.1 0.219
H -4.301209 -5.510505 -5.043027 0.0 0.1 0.0 0.171
H -3.585317 8.057039 4.166304 0.1 0.0 -0.1 0.202
H -2.356412 -4.913651 -3.917972 -0.1 0.0 -0.1 0.152
H 3.866123 0.704820 0.169878 0.2 -0.1 0.1 0.066
H -10.008575 -5.459521 -2.320274 0.1 0.0 0.1 0.229
H -4.539848 4.355666 5.515709 -0.5 -0.7 -0.5 0.379
H 1.858090 1.276867 2.314522 -1.5 0.7 -0.5 0.094
H 2.567226 -3.670631 -8.483532 -0.1 -0.1 -0.1 0.214
H 0.994019 3.498378 3.525822 1.1 0.1 -1.4 0.406
H -1.203011 6.046897 1.635293 0.1 0.2 0.1 0.147
H -4.287356 4.198133 3.105595 0.3 -1.2 0.9 0.225
H 4.029734 -6.460331 -5.273357 -0.1 0.1 -0.1 0.167
H 1.425352 -4.697617 -9.284114 0.0 0.0 0.1 0.176
H -1.169782 -1.521109 0.765798 1.1 1.0 1.1 -0.231
H -1.212689 3.369113 2.985560 0.2 -0.7 -0.5 0.502
H -9.179358 -5.429993 -0.800420 0.0 0.0 -0.1 0.157
H 0.765127 8.971447 5.531508 0.0 0.2 0.0 0.217
H 5.406460 3.595764 -1.118694 0.1 -0.2 -0.3 0.133
H 5.496481 -3.292688 4.135846 0.0 0.0 -0.1 0.152
H 0.000296 -1.613634 2.167462 -0.1 0.9 -1.1 0.354
H 7.799338 4.334282 -0.446488 0.2 0.0 0.0 0.173
```
Forces are in eV/Å.

The calculation puts the HOMO energy at -0.396 Eh. The total charge is +1. The value obtained for the total energy is -4081.54000 a.u.


# 2
This record from OMol25 describes C19H61B3N3O6SnZn as an isolated structure in a non-equilibrium geometry. The level of theory is ωB97M-V/def2-TZVPD.

The geometry in XYZ format:
```
94
Properties=species:S:1:pos:R:3:forces:R:3:mulliken_charge:R:1
Sn -2.361266 -1.841159 0.010500 1.3 1.4 -0.5 0.899
Zn 1.703345 0.643555 -0.125669 0.6 0.4 0.1 1.149
O -2.481285 2.592916 -0.058111 0.2 0.1 0.0 -0.711
O -1.827230 -1.040828 -2.819815 -0.3 -0.3 1.7 0.236
O 3.711020 -0.717345 4.084859 0.8 0.4 -1.0 -0.238
O 5.682532 0.223990 0.809738 0.0 0.0 0.4 -0.419
O -4.553365 -1.452809 -1.071606 -0.2 -0.4 0.8 0.099
O 0.000152 -3.178626 1.093661 -0.4 0.2 -0.2 0.025
N -4.015927 0.427526 0.900935 -0.1 0.2 -0.2 -0.114
N -0.092147 -2.954002 -1.717413 -1.4 -0.4 0.4 0.574
N 3.043616 0.762282 1.528049 1.6 0.2 1.0 -0.023
C -0.947277 -1.779861 -3.644067 -0.5 0.8 -1.3 -0.791
C -6.329490 1.387198 0.719985 -0.8 -0.5 0.7 -1.461
C 4.122160 1.787661 1.618003 -0.6 1.2 -0.9 -0.816
C 4.445301 -0.972140 5.254650 0.0 -0.1 0.4 -0.855
C 3.023479 0.520640 4.089942 0.3 -0.4 0.6 -0.967
C -5.409640 0.196067 0.506185 0.2 -0.7 0.2 0.281
C 0.217110 -4.227578 -1.056608 1.2 1.4 0.1 -0.821
C -1.723045 3.566924 -0.777399 0.5 1.2 -0.1 1.683
C -4.952195 -2.373439 -2.081739 0.1 0.0 -0.8 -0.829
C 2.281434 0.631026 2.777926 -0.8 -1.2 0.4 -0.296
C 6.270324 -0.437038 -0.286696 -0.9 -0.7 -0.5 -0.733
C -0.619129 -3.125339 -3.053260 -0.3 0.9 -0.8 -0.810
C 5.183973 1.532130 0.571510 0.3 -0.4 -0.5 -0.601
C -5.350063 -0.261277 -0.927886 0.1 0.7 -1.1 -0.771
C -1.165020 4.652966 0.155907 0.0 0.2 0.5 -1.458
C 0.467093 -3.046564 2.428112 -0.5 0.8 0.1 -0.869
C 0.870151 -3.962288 0.280590 -0.6 -1.2 0.8 -0.439
C -2.608270 4.185467 -1.841425 -1.0 -0.8 0.0 -1.578
C -2.413887 0.086247 -3.418603 0.5 0.9 -0.6 -0.649
B 1.973390 2.412401 -1.260172 -0.1 0.6 -1.0 1.102
B 2.447908 -1.145251 -1.001826 0.7 -0.6 -0.2 2.047
B -0.451237 0.558842 0.588512 0.2 -1.4 0.0 3.596
H -0.347283 0.806084 -0.563687 -0.5 0.1 -0.7 -0.731
H -0.349263 -2.637706 3.029070 -0.1 -0.1 -0.1 0.249
H -3.127674 0.559419 -2.746264 -0.3 -0.5 0.0 -0.215
H -1.485097 -1.907371 -4.595417 0.1 -0.4 0.0 0.479
H -3.234506 3.391025 -2.267255 0.4 -0.1 -0.4 0.307
H 3.717193 -1.194064 6.043254 0.4 0.0 0.3 0.326
H -4.856404 0.477370 -1.574326 -0.1 0.3 0.4 0.106
H 2.376088 0.454986 4.975878 -0.6 0.5 -0.4 0.564
H 0.998797 -4.713544 -1.650384 -0.4 -0.7 0.0 0.322
H -3.384305 4.844941 -1.444012 0.4 0.4 0.3 0.429
H 6.195720 -1.508284 -0.088907 0.4 0.0 0.3 0.267
H -1.117232 4.341719 1.203259 -0.1 -0.3 -0.1 0.376
H 1.458579 1.342128 2.848599 0.4 0.5 -0.1 0.327
H 1.567310 2.571376 -0.172775 -0.7 0.4 1.3 -0.463
H -5.765297 -0.640794 1.115377 -0.2 0.0 -0.1 0.298
H -1.806052 5.535721 0.142056 0.1 0.1 0.0 0.373
H 2.046803 -1.370617 0.098754 -0.3 -0.5 0.6 -0.978
H -7.370753 1.135987 0.497313 0.1 0.0 -0.6 0.441
H -1.545421 -3.706489 -3.098382 0.1 -0.2 0.5 0.347
H 5.621983 -0.348395 -1.167387 0.3 0.5 -0.1 0.239
H 5.996366 2.260539 0.654108 -0.1 0.1 0.1 0.573
H 2.846398 -2.112215 -1.547223 0.0 -0.6 -0.2 -0.310
H 0.917398 -4.937738 0.783509 0.3 -0.1 -0.1 0.512
H -0.142035 4.944294 -0.083316 -0.1 0.0 -0.3 0.340
H 0.713781 -2.330879 -1.733408 0.1 0.0 0.1 -0.907
H -2.037145 4.677338 -2.623744 0.0 0.1 0.0 0.372
H 2.256198 3.478452 -1.666111 0.1 0.5 -0.3 -0.220
H -1.708758 0.906067 -3.611070 0.4 -0.3 0.1 0.284
H -4.416935 -2.123037 -3.001213 -0.1 -0.1 0.0 0.231
H -2.822706 -0.184307 -4.397429 -0.4 0.0 0.2 0.452
H 1.235679 -2.273417 2.459794 0.5 -0.5 0.1 0.266
H 0.038421 -3.568916 -3.813736 0.4 -0.3 0.4 0.368
H 1.883743 -3.570948 0.225239 -0.1 0.4 -0.1 0.244
H 0.108431 -0.483279 0.779921 0.3 -0.7 0.1 -1.160
H 1.201573 1.812278 -1.939312 -0.6 0.0 -0.5 -0.367
H -0.074956 -1.180866 -3.931066 0.2 0.0 0.5 0.396
H 3.364529 -0.405869 -0.901134 0.5 0.3 -0.2 -0.690
H -1.562596 0.343065 0.972360 -0.6 0.1 0.2 -0.705
H -6.347229 -0.360920 -1.362910 0.0 -0.6 0.2 0.458
H 3.671124 1.386403 4.266941 0.3 -0.2 0.0 0.500
H -3.774126 1.300360 0.418830 0.7 -0.2 -0.1 0.296
H -0.853959 3.125500 -1.275496 -0.2 -0.5 0.1 -0.545
H -3.969158 0.708900 1.878150 0.0 -0.3 0.1 0.302
H -6.434559 1.530947 1.799467 0.5 0.4 0.0 0.421
H -6.023728 -2.351479 -2.281618 0.0 0.2 0.2 0.373
H -0.694609 -4.801358 -0.895607 0.1 -0.2 -0.4 0.343
H 3.686026 -0.028591 1.407097 -0.8 -0.7 0.2 0.282
H 1.581195 -0.662916 -1.667433 -0.5 0.4 -0.4 -0.520
H 4.644972 1.822077 2.572429 -0.4 -0.2 0.2 0.404
H -4.700326 -3.388439 -1.775883 0.1 0.0 0.1 0.285
H 0.752884 -4.001128 2.869587 0.3 0.0 -0.2 0.396
H 4.776564 1.588715 -0.441187 0.0 0.0 0.0 0.189
H 2.920423 1.736026 -1.181813 1.3 -0.4 -0.2 -0.514
H 3.649498 2.750424 1.404586 0.3 0.2 0.2 0.303
H 1.754038 -0.323392 2.687088 -0.1 0.0 -0.1 -0.359
H -1.826082 2.121297 0.482126 -0.3 0.1 -0.1 -0.252
H 5.116969 -1.812874 5.089776 -0.4 -0.2 -0.1 0.251
H 7.299608 -0.153829 -0.506584 0.0 0.2 0.1 0.306
H -6.038473 2.306941 0.218500 0.1 0.0 0.0 0.315
H 0.156070 1.340875 1.231933 -0.4 0.7 0.6 -0.732
H 5.119793 -0.169887 5.574320 -0.3 0.4 -0.2 0.315
```
Forces are in eV/Å.

The calculation puts the HOMO energy at -0.421 Eh. The total charge is +1. The value obtained for the total energy is -3443.91153 a.u.